Entry 1:
{
  "formula": "C22H16Cl60NOS",
  "method": "wB97M-V/def2-TZVPD",
  "homo_energy_ev": -12.02,
  "total_charge": 1,
  "homo_lumo_gap_ev": 8.744,
  "e_lumo_ha": -0.1205,
  "multiplicity": 1,
  "symbols": ["C", "C", "N", "C", "C", "S", "C", "C", "C", "O", "H", "H", "H", "H", "H", "H", "H", "H", "H", "H", "H", "H", "H", "H", "H", "H", "C", "Cl", "Cl", "Cl", "Cl", "C", "Cl", "Cl", "Cl", "Cl", "C", "Cl", "Cl", "Cl", "Cl", "C", "Cl", "Cl", "Cl", "Cl", "C", "Cl", "Cl", "Cl", "Cl", "C", "Cl", "Cl", "Cl", "Cl", "C", "Cl", "Cl", "Cl", "Cl", "C", "Cl", "Cl", "Cl", "Cl", "C", "Cl", "Cl", "Cl", "Cl", "C", "Cl", "Cl", "Cl", "Cl", "C", "Cl", "Cl", "Cl", "Cl", "C", "Cl", "Cl", "Cl", "Cl", "C", "Cl", "Cl", "Cl", "Cl", "C", "Cl", "Cl", "Cl", "Cl", "C", "Cl", "Cl", "Cl", "Cl"],
  "positions_angstrom": [[2.756, 2.555, 2.183], [1.412, 3.246, 2.705], [0.741, 4.153, 1.736], [0.017, 3.436, 0.664], [-1.479, 4.022, 0.462], [-2.722, 3.060, 1.450], [-3.619, 4.150, 2.661], [1.621, 5.210, 1.224], [1.370, 6.689, 1.803], [2.499, 5.079, 0.366], [2.847, 2.634, 1.059], [2.762, 1.456, 2.461], [3.669, 3.061, 2.635], [0.731, 2.410, 3.082], [1.692, 3.845, 3.633], [0.540, 3.649, -0.334], [-0.016, 2.311, 0.776], [-1.540, 5.141, 0.604], [-1.721, 3.833, -0.643], [-3.682, 2.631, 0.525], [-4.665, 4.391, 2.311], [-3.610, 3.596, 3.649], [-3.037, 5.110, 2.795], [0.312, 6.954, 1.451], [1.489, 6.739, 2.923], [2.086, 7.377, 1.247], [1.927, -1.621, 2.065], [3.148, -1.055, 0.909], [1.271, -3.177, 1.521], [2.671, -1.817, 3.664], [0.614, -0.426, 2.166], [-4.966, -0.851, 1.186], [-5.215, 0.309, -0.138], [-5.555, -0.148, 2.707], [-5.854, -2.344, 0.840], [-3.233, -1.204, 1.331], [3.485, 5.478, 5.912], [3.574, 5.744, 4.159], [3.298, 3.742, 6.237], [4.974, 6.066, 6.674], [2.093, 6.359, 6.573], [6.559, -2.634, -1.225], [6.494, -0.859, -1.168], [6.148, -3.288, 0.373], [5.397, -3.233, -2.426], [8.195, -3.150, -1.677], [6.548, 8.784, 3.988], [7.595, 8.283, 5.331], [6.343, 7.431, 2.857], [4.960, 9.268, 4.622], [7.291, 10.154, 3.139], [2.990, 10.688, 0.305], [4.038, 10.192, 1.649], [2.791, 9.328, -0.821], [1.402, 11.170, 0.938], [3.729, 12.060, -0.546], [4.807, 9.108, -4.463], [6.408, 8.683, -5.099], [4.962, 10.466, -3.329], [3.742, 9.577, -5.804], [4.114, 7.706, -3.620], [-6.061, -5.683, -1.966], [-4.418, -5.008, -1.953], [-6.867, -5.241, -3.484], [-5.978, -7.450, -1.825], [-6.982, -5.025, -0.597], [5.715, -1.398, -6.025], [5.976, -0.999, -4.316], [4.930, -2.986, -6.148], [4.677, -0.165, -6.770], [7.277, -1.444, -6.867], [10.847, -2.861, 1.271], [10.524, -4.121, 2.478], [9.360, -1.942, 0.962], [12.104, -1.765, 1.881], [11.402, -3.615, -0.238], [-9.585, -8.080, -4.128], [-9.321, -7.668, -2.420], [-10.411, -9.647, -4.230], [-10.587, -6.829, -4.890], [-8.024, -8.180, -4.966], [-10.802, -13.738, -4.810], [-9.159, -13.066, -4.814], [-11.618, -13.316, -6.329], [-10.718, -15.504, -4.653], [-11.714, -13.065, -3.443], [-13.403, -11.074, -0.177], [-12.180, -10.545, -1.349], [-14.088, -12.627, -0.698], [-12.649, -11.265, 1.419], [-14.694, -9.860, -0.081], [8.691, 2.658, -1.533], [8.811, 4.055, -2.621], [9.691, 2.940, -0.094], [6.998, 2.436, -1.041], [9.259, 1.202, -2.373], [-6.836, -10.167, 0.909], [-5.232, -10.583, 0.270], [-6.689, -8.803, 2.036], [-7.906, -9.713, -0.431], [-7.514, -11.569, 1.761]]
}


Entry 2:
{
  "formula": "C22H16F2N8O2",
  "method": "wB97M-V/def2-TZVPD",
  "homo_energy_ev": -8.46,
  "homo_lumo_gap_ev": 8.349,
  "e_lumo_ha": -0.0041,
  "multiplicity": 1,
  "symbols": ["C", "O", "O", "F", "F", "N", "N", "N", "C", "C", "C", "C", "C", "C", "C", "C", "C", "C", "C", "C", "C", "C", "C", "C", "C", "C", "N", "N", "N", "N", "N", "C", "C", "C", "H", "H", "H", "H", "H", "H", "H", "H", "H", "H", "H", "H", "H", "H", "H", "H"],
  "positions_angstrom": [[5.812, 4.773, 7.286], [-0.683, -1.775, 1.537], [2.830, 3.525, 0.254], [4.913, 5.784, 3.996], [-2.269, -5.923, -3.213], [-0.599, -0.605, -2.943], [-5.729, -2.877, -3.215], [5.219, 4.318, 6.419], [-1.335, -1.806, 0.496], [2.210, 2.564, 0.674], [-1.253, -1.320, -2.068], [-0.894, -1.098, -0.717], [-0.011, -0.060, -0.812], [-5.081, -4.999, -3.745], [3.793, 2.611, 5.406], [2.988, 2.118, 4.343], [3.611, 4.020, 3.057], [-1.778, -3.679, -2.639], [4.310, 4.569, 4.152], [4.436, 3.848, 5.351], [-2.206, -2.356, -2.419], [2.980, 2.794, 3.116], [-3.588, -2.072, -2.546], [-2.691, -4.672, -3.013], [-4.444, -3.031, -2.982], [-4.001, -4.318, -3.259], [-2.516, -2.519, 0.477], [-6.138, -4.108, -3.706], [2.249, 2.212, 2.039], [0.184, 0.198, -2.176], [1.474, 1.827, -0.236], [0.674, 0.725, 0.275], [1.079, 1.237, -2.680], [1.233, 2.312, -1.604], [-5.066, -6.037, -4.064], [3.877, 2.022, 6.308], [2.470, 1.166, 4.386], [3.629, 4.596, 2.146], [-0.737, -3.972, -2.504], [-3.920, -1.069, -2.313], [-2.779, -3.038, 1.285], [-3.106, -2.565, -0.345], [-7.103, -4.364, -3.896], [1.571, 1.515, 2.268], [1.387, 0.047, 0.812], [-0.073, 1.119, 0.941], [2.023, 0.772, -2.941], [0.595, 1.674, -3.544], [2.072, 2.963, -1.888], [0.381, 2.957, -1.554]]
}


Entry 3:
{
  "formula": "C22H16FN2O2PdS3",
  "method": "wB97M-V/def2-TZVPD",
  "e_above_lowest_kcal_mol": 0.00,
  "homo_energy_ev": -4.61,
  "total_charge": -1,
  "homo_lumo_gap_ev": 7.192,
  "e_lumo_ha": 0.0950,
  "multiplicity": 1,
  "symbols": ["Pd", "O", "C", "C", "C", "C", "C", "C", "C", "N", "C", "C", "N", "H", "H", "H", "H", "H", "H", "H", "F", "O", "C", "C", "C", "C", "C", "S", "C", "C", "C", "C", "S", "C", "C", "C", "C", "S", "H", "H", "H", "H", "H", "H", "H", "H", "H"],
  "positions_angstrom": [[1.413, -0.525, -1.128], [3.358, 0.008, -1.049], [4.020, 0.414, -0.027], [5.241, 1.112, -0.256], [6.043, 1.541, 0.769], [5.687, 1.307, 2.105], [4.509, 0.643, 2.358], [3.661, 0.194, 1.336], [2.424, -0.498, 1.673], [1.513, -0.991, 0.848], [0.489, -1.508, 1.608], [0.780, -1.341, 2.919], [2.005, -0.706, 2.948], [5.504, 1.287, -1.291], [6.962, 2.069, 0.541], [6.318, 1.640, 2.918], [4.247, 0.463, 3.396], [-0.374, -1.951, 1.149], [0.241, -1.601, 3.811], [2.499, -0.413, 3.769], [1.403, -0.072, -3.012], [-0.501, -1.105, -1.295], [-1.676, -0.413, -1.135], [-2.750, -1.454, -0.792], [-2.531, -2.689, -0.262], [-3.728, -3.428, -0.048], [-4.837, -2.742, -0.435], [-4.431, -1.207, -1.077], [-2.095, 0.276, -2.436], [-2.958, 1.314, -2.642], [-3.152, 1.594, -4.021], [-2.425, 0.757, -4.816], [-1.485, -0.343, -3.907], [-1.652, 0.654, -0.035], [-2.533, 0.854, 0.989], [-2.204, 1.974, 1.804], [-1.082, 2.609, 1.368], [-0.418, 1.854, -0.016], [-1.533, -3.061, -0.088], [-3.756, -4.431, 0.357], [-5.865, -3.068, -0.403], [-3.425, 1.860, -1.832], [-3.784, 2.387, -4.399], [-2.361, 0.768, -5.893], [-3.384, 0.212, 1.161], [-2.774, 2.283, 2.670], [-0.602, 3.474, 1.797]]
}


Entry 4:
{
  "formula": "C22H16FeN5O2",
  "method": "wB97M-V/def2-TZVPD",
  "e_above_lowest_kcal_mol": 0.00,
  "homo_energy_ev": [-15.67, -15.67],
  "total_charge": 2,
  "s_squared": 8.76,
  "homo_lumo_gap_ev": [8.899, 7.289],
  "e_lumo_ha": [-0.2489, -0.3079],
  "multiplicity": 6,
  "symbols": ["Fe", "O", "C", "N", "C", "O", "C", "C", "C", "C", "C", "N", "C", "C", "C", "C", "C", "N", "H", "H", "H", "H", "H", "H", "H", "H", "C", "C", "C", "C", "N", "C", "C", "C", "C", "C", "C", "N", "H", "H", "H", "H", "H", "H", "H", "H"],
  "positions_angstrom": [[-0.226, 0.161, -0.098], [-1.714, 3.053, 2.204], [-1.241, 2.397, 1.330], [-1.387, 1.003, 1.149], [-2.668, 0.437, 1.329], [-3.439, 0.686, 2.202], [-3.000, -0.493, 0.186], [-4.229, -1.114, 0.118], [-4.513, -1.901, -0.991], [-3.557, -2.037, -1.986], [-2.340, -1.395, -1.840], [-2.064, -0.633, -0.775], [-0.458, 3.000, 0.188], [-0.240, 4.360, 0.124], [0.424, 4.873, -0.983], [0.845, 4.006, -1.981], [0.604, 2.651, -1.838], [-0.038, 2.153, -0.775], [-4.938, -0.956, 0.920], [-5.471, -2.395, -1.080], [-3.744, -2.631, -2.869], [-1.567, -1.487, -2.592], [-0.606, 4.984, 0.928], [0.604, 5.936, -1.069], [1.354, 4.368, -2.862], [0.929, 1.945, -2.592], [3.914, 1.419, 0.804], [4.597, 0.216, 0.763], [3.881, -0.961, 0.609], [2.506, -0.903, 0.483], [1.847, 0.273, 0.462], [2.544, 1.405, 0.636], [1.636, -2.102, 0.481], [2.118, -3.392, 0.603], [1.221, -4.438, 0.756], [-0.135, -4.163, 0.801], [-0.546, -2.855, 0.635], [0.314, -1.841, 0.462], [4.427, 2.357, 0.960], [5.673, 0.188, 0.869], [4.397, -1.909, 0.608], [1.985, 2.329, 0.650], [3.179, -3.588, 0.599], [1.582, -5.453, 0.859], [-0.866, -4.942, 0.957], [-1.598, -2.610, 0.652]]
}


Number 1: strongest force on any atom 3.11 eV/Å. Number 2: strongest force on any atom 4.30 eV/Å. Number 3: strongest force on any atom 0.50 eV/Å. Number 4: strongest force on any atom 0.57 eV/Å.